(1)
{
  "formula": "C38H47ClFN7O10P",
  "method": "ωB97M-V with the def2-TZVPD basis set",
  "spin_multiplicity": 1,
  "total_charge": 1,
  "total_energy_ev": -95572.8560,
  "max_force_ev_per_a": 9.6,
  "symbols": ["H", "O", "H", "O", "H", "C", "H", "C", "O", "C", "H", "O", "H", "H", "H", "H", "C", "C", "C", "O", "H", "H", "H", "C", "H", "C", "H", "H", "H", "H", "C", "C", "C", "H", "H", "C", "C", "C", "C", "C", "O", "N", "H", "H", "C", "H", "C", "C", "H", "O", "N", "H", "H", "H", "H", "O", "H", "C", "H", "H", "C", "C", "H", "Cl", "F", "C", "C", "H", "C", "C", "N", "C", "N", "H", "C", "H", "H", "N", "C", "H", "H", "C", "H", "H", "H", "C", "N", "H", "H", "H", "C", "P", "C", "C", "O", "O", "C", "C", "H", "H", "H", "H", "C", "N", "C"],
  "positions_angstrom": [[3.3632, 0.9350, -0.9284], [-13.2067, -1.8915, -1.2270], [6.0640, 8.0411, 0.9475], [1.5288, 1.6004, 3.8956], [-1.6254, 1.1488, 1.5225], [-8.2986, -1.5070, -1.7640], [7.9437, -7.2206, 8.9893], [2.4481, 0.1510, -2.8634], [5.5610, -4.0428, 6.2923], [-10.5761, -2.3143, -1.8763], [-0.6543, 1.1276, -4.3109], [0.1797, 0.3247, 2.7269], [1.2992, 3.3490, -2.7477], [2.9562, 0.1631, -5.1092], [4.9299, 1.1659, -4.6135], [-0.1817, -0.8248, 0.6990], [5.7255, -8.7370, 6.8959], [1.1513, -1.9656, 3.8804], [-1.6429, 0.9940, 0.3403], [4.8278, 0.8609, -2.4851], [-1.8042, 3.3741, -2.2019], [4.8162, 2.7619, -3.5481], [4.4629, 6.9715, 2.5105], [-8.7303, -0.3502, -1.1131], [1.1185, -0.0778, -4.7362], [5.2407, 7.4456, 0.5566], [-8.0084, 0.4080, -0.8175], [7.1418, -9.4764, 8.3422], [3.0255, -0.8920, -2.9211], [-7.2392, -1.6479, -1.9716], [4.0435, 6.5170, -1.3291], [-9.2173, -2.4849, -2.1490], [-4.3854, -0.3033, -2.0460], [5.3761, -9.7294, 6.6192], [2.9736, 0.4363, 5.5113], [3.2873, 6.0720, 0.9422], [-2.9543, 1.3942, -2.8714], [2.6072, -0.5456, 5.2193], [2.6860, -2.9503, 5.4698], [1.6933, -3.0938, 4.4992], [-12.7730, 0.0668, -0.3380], [-3.4923, 0.8475, -1.5648], [-10.4072, 0.7399, -0.3296], [0.3784, -2.0943, 3.1259], [5.6484, -6.3363, 6.6364], [4.4106, -7.7375, 5.5225], [0.8089, 2.9254, -3.7420], [-1.1847, -0.5796, 0.1001], [6.4499, 1.8155, -3.5649], [-6.4409, -2.2728, -4.4156], [1.0685, 0.4954, 3.5746], [-5.2321, -0.9971, -6.2515], [-8.8734, -3.3823, -2.6585], [-3.0864, 2.0942, -5.6798], [-0.1488, 1.3346, -2.4156], [4.2119, -5.3186, 5.1235], [1.5276, -0.0371, -2.1604], [1.6162, -0.6930, 4.2397], [0.4576, 3.8944, -4.3437], [2.5947, 5.6088, 1.6415], [-0.4204, 1.8848, -3.4348], [2.0752, 0.5559, -4.4069], [1.5106, 2.2632, -5.8073], [-3.5363, 3.1398, 0.0476], [-5.1991, -1.2060, -1.1525], [-11.0058, -1.1555, -1.2159], [1.9105, 2.1625, -4.6872], [2.9283, 2.7592, -4.6667], [3.1396, -1.6811, 5.8332], [7.1718, -7.3244, 8.2299], [-12.4299, -0.9806, -0.9063], [3.4499, 1.1937, -2.0909], [-3.0287, 1.0512, -5.5008], [-0.8536, 1.7566, -0.1269], [3.1462, 5.9068, -0.4426], [7.0058, -5.2069, 7.9079], [-11.2791, -3.0871, -2.1800], [5.1007, -5.1479, 5.9713], [6.6394, -6.1889, 7.6160], [3.1096, -3.8332, 5.9455], [3.1633, 2.3237, -2.1931], [-1.8743, 2.6462, -3.1233], [-4.1417, -2.6906, -5.0970], [-3.8932, 0.7037, 0.5678], [-3.7481, 0.6519, -6.1734], [5.1835, -7.6089, 6.2771], [-3.3672, 0.7505, -4.1808], [3.9115, -1.5774, 6.5926], [5.7952, 7.7633, -1.5023], [-1.0322, -0.7216, -1.0597], [4.3410, 6.8428, 1.4371], [-5.1109, -1.5975, -4.9397], [-3.1925, 1.3085, -0.1537], [-10.0868, -0.1671, -0.8375], [1.9840, 4.9275, -2.1964], [1.2715, 4.5693, -0.1526], [-4.2973, -0.3775, -3.6891], [5.2831, 1.6847, -3.6167], [-2.1861, 3.3184, -4.0491], [-2.0495, -1.2590, 0.5354], [3.9428, 6.4013, -2.4062], [1.3439, -4.0862, 4.2225], [6.7182, -8.5935, 7.8665], [2.0557, 5.0767, -0.9682], [5.0916, 7.2880, -0.8224]]
}

---

(2)
{
  "formula": "C27H48OP2Ti",
  "method": "ωB97M-V with the def2-TZVPD basis set",
  "spin_multiplicity": 1,
  "total_charge": 2,
  "total_energy_ev": -72495.5369,
  "max_force_ev_per_a": 4.6,
  "symbols": ["C", "H", "H", "H", "C", "C", "C", "H", "H", "H", "H", "C", "H", "C", "H", "C", "H", "H", "H", "H", "H", "H", "H", "C", "H", "C", "C", "C", "C", "P", "C", "Ti", "H", "C", "H", "H", "H", "H", "H", "C", "H", "C", "H", "H", "H", "P", "O", "H", "H", "H", "H", "C", "C", "H", "H", "H", "H", "H", "C", "H", "H", "C", "C", "H", "C", "C", "H", "C", "H", "C", "H", "H", "H", "H", "H", "C", "H", "C", "H"],
  "positions_angstrom": [[1.2909, 0.0661, 3.0702], [1.1673, -4.5667, 2.1247], [-3.1089, -1.2666, 4.7255], [-3.3158, 0.9772, 5.4398], [0.5657, 1.0569, -3.9976], [-0.6951, 0.2811, 4.9842], [-0.4156, -4.6844, -0.8153], [2.7713, -3.2716, -1.3945], [-2.6013, 4.5892, 0.1516], [1.2700, 1.5506, -3.3229], [1.8732, -4.6739, -1.8390], [-0.7758, 1.2990, -3.9326], [3.1883, 1.8341, 3.4559], [1.5741, 0.1893, 4.4420], [-1.4155, -4.2644, -0.8801], [-0.5836, 1.3546, -1.4294], [-2.7742, 0.7119, 2.3768], [-1.3383, -2.0383, -2.4663], [2.6002, -1.0207, -3.8801], [3.1590, -0.1278, 0.1100], [2.2432, 2.3958, 2.0901], [3.9138, 1.9067, 1.8019], [-2.5363, 3.0616, -0.6642], [-3.1964, -1.0048, 3.6615], [2.1605, 0.6152, -5.3368], [2.1996, -0.0834, 0.6205], [-3.2151, 1.3832, 4.4070], [0.3233, -4.0530, 1.6930], [0.2383, 2.5561, -1.2619], [0.6844, -3.5288, -0.0028], [0.7124, -1.4380, -3.0489], [-0.0042, -0.5663, -0.7222], [-1.4931, 0.3017, 5.6847], [3.0021, 1.6569, 2.3794], [1.2110, -1.8694, -2.1992], [0.5685, 0.0355, -5.8816], [-1.1193, 2.2704, -3.7183], [-4.2346, 1.6798, 4.1092], [0.8721, 0.4970, 6.4607], [-1.2676, -1.1538, -4.5449], [-4.2568, -1.0304, 3.4073], [0.7709, 5.0388, -0.0964], [0.6729, 5.7918, 0.7316], [-0.2546, 0.5723, -2.2325], [1.7124, -1.0728, 0.5727], [-0.3034, 3.5619, 0.1859], [-0.3348, -0.1964, 1.3188], [-1.9083, 4.4987, -1.5254], [2.6284, 0.3456, 4.6614], [-0.0994, -4.8962, -1.8418], [-1.6202, 1.6297, -1.4900], [0.6242, 0.2745, 5.4136], [-0.6421, -1.5538, -3.1940], [1.2647, 2.2871, -1.0203], [-2.6354, 2.3174, 4.5060], [2.9367, -4.7213, -0.3966], [-0.6391, -4.6222, 1.7635], [1.8343, 4.6948, -0.0331], [2.2063, -4.1259, -0.9455], [-0.5679, -1.2665, -5.3806], [-2.1393, -1.7850, -4.7591], [-1.9551, 4.0058, -0.5316], [-0.0652, 0.0135, 2.5906], [-0.3953, -5.6191, -0.2377], [2.4385, 0.2418, 2.1312], [-1.0572, 0.2437, 3.6463], [0.2650, 3.2093, -2.1232], [-2.5623, 0.3552, 3.4126], [1.6462, -1.9785, -4.9687], [1.2114, 0.1961, -4.9809], [-2.7302, 0.3355, -3.8488], [0.6065, 5.5378, -1.0953], [-2.6855, -1.7276, 3.0356], [-1.9853, 0.6795, -5.4513], [1.5093, 0.6427, 0.1281], [-1.7893, 0.3169, -4.4410], [0.0346, -3.2063, 2.3485], [1.5895, -1.1730, -4.2386], [3.1762, -0.4735, 2.5285]]
}